<a>
Entry from OMol25: a 2-piece molecular cluster, C2H7N4O2 overall (wB97M-V/def2-TZVPD).

Each line ends with the natural charge from an NBO analysis.
Cartesian coordinates (Å):
O  -0.085  -2.012  0.155  -0.510
O  2.182  -0.588  -0.672  -0.581
N  -0.795  -0.957  0.770  -0.281
N  -1.100  -0.021  -1.263  -0.758
N  -2.021  1.041  0.642  -0.742
N  3.788  0.845  0.230  -0.699
C  2.818  0.245  -0.174  0.863
C  -1.358  0.037  0.054  0.641
H  3.978  1.707  0.708  0.443
H  -2.548  1.625  0.166  0.408
H  0.650  -1.519  -0.381  0.511
H  -0.727  -0.862  -1.567  0.423
H  -1.023  -1.151  1.694  0.411
H  -1.363  0.694  -1.966  0.443
H  -2.395  0.915  1.604  0.427

charge: +1
orbital gap: 11.42 eV
LUMO energy: -0.117 Eh

=====

<b>
Entry from OMol25: a 2-piece molecular cluster, C2H7N4O2 overall (wB97M-V/def2-TZVPD).

Each line ends with the natural charge from an NBO analysis.
Cartesian coordinates (Å):
O  -2.688  -0.085  0.174  -0.532
O  -1.110  -1.603  -0.079  -0.581
N  -0.990  1.842  -0.183  -0.748
N  1.754  -1.464  0.141  -0.809
N  2.718  0.738  0.159  -0.516
N  -1.355  -0.280  0.233  0.067
C  2.201  -0.295  0.191  0.797
C  -0.441  0.656  -0.151  0.105
H  -0.562  2.625  -0.665  0.406
H  -2.966  -0.260  1.068  0.490
H  3.308  1.584  0.317  0.504
H  -1.911  2.039  -0.047  0.391
H  -0.927  -1.917  -1.046  0.493
H  2.283  -2.138  -0.321  0.451
H  0.685  -1.445  0.207  0.481

charge: +1
orbital gap: 10.28 eV
LUMO energy: -0.118 Eh

=====

Least stable: <b>

=====

<a>
Entry from OMol25: an isolated ion of composition CHCl2O3S and charge -1 (wB97M-V/def2-TZVPD).

Each line ends with the natural charge from an NBO analysis.
Cartesian coordinates (Å):
Cl  0.549  -1.915  1.065  -0.067
Cl  1.974  -0.524  -0.975  0.042
S  -0.878  0.357  -0.301  2.292
O  -1.054  0.966  1.031  -1.046
O  -2.090  -0.324  -0.788  -0.948
O  -0.423  1.377  -1.267  -1.024
C  0.876  -0.356  0.257  -0.503
H  1.046  0.419  0.977  0.253

structure (SMILES): O=S(=O)([O-])C(Cl)Cl
charge: -1
orbital gap: 8.50 eV
LUMO energy: 0.123 Eh

=====

<b>
Entry from OMol25: a 2-piece molecular cluster, CHCl2O3S overall (wB97M-V/def2-TZVPD).

Each line ends with the natural charge from an NBO analysis.
Cartesian coordinates (Å):
Cl  1.061  1.779  -2.057  -0.032
Cl  -1.610  0.696  -1.894  -0.019
S  0.081  -0.533  2.005  2.018
O  -1.358  -0.807  2.151  -0.985
O  0.915  -1.739  1.911  -0.991
O  0.425  0.543  1.050  -0.970
C  0.045  0.519  -1.463  -0.205
H  0.442  -0.458  -1.704  0.183

charge: -1
orbital gap (alpha / beta): 6.57 / 8.08 eV
LUMO energy (alpha / beta): 0.113 / 0.120 Eh

=====

Least stable: <b>

=====

<a>
Entry from OMol25: a 13-piece molecular cluster, H26O13 overall (wB97M-V/def2-TZVPD).

Each line ends with the natural charge from an NBO analysis.
Cartesian coordinates (Å):
O  1.678  1.557  3.196  -0.917
O  -1.268  -4.121  -1.994  -0.942
O  -1.020  -0.793  3.511  -0.939
O  -4.061  2.618  1.053  -0.919
O  0.748  -1.246  0.457  -0.963
O  -0.410  0.204  -0.768  -0.960
O  2.518  -1.357  2.278  -0.931
O  -1.392  1.931  1.813  -0.917
O  2.736  0.893  -0.008  -0.894
O  1.551  2.687  -0.459  -0.945
O  -0.666  -0.619  -4.077  -0.923
O  1.760  -3.562  -4.420  -0.933
O  -3.705  3.249  -1.413  -0.924
H  -0.120  -0.963  3.209  0.470
H  -0.545  -1.491  -3.683  0.463
H  -4.356  2.559  1.969  0.460
H  0.520  -0.043  -0.812  0.485
H  0.746  2.164  -0.545  0.484
H  0.622  -2.115  0.855  0.459
H  1.586  -0.941  0.822  0.479
H  -2.768  3.249  -1.187  0.460
H  -0.627  -4.752  -2.340  0.469
H  -3.446  1.882  0.958  0.453
H  1.811  0.667  3.543  0.466
H  -1.809  2.332  1.042  0.463
H  2.698  0.762  0.946  0.439
H  3.164  -0.760  1.884  0.465
H  1.298  3.412  0.124  0.462
H  1.969  -2.704  -4.805  0.469
H  -2.129  1.726  2.399  0.455
H  -3.840  2.403  -1.854  0.467
H  2.656  -2.191  1.815  0.484
H  -0.951  0.035  3.999  0.469
H  1.198  -3.350  -3.666  0.463
H  -0.876  -0.639  -0.728  0.473
H  0.207  -0.392  -4.417  0.460
H  2.491  1.744  2.713  0.455
H  -1.520  -4.488  -1.138  0.473
H  3.553  0.456  -0.273  0.458

orbital gap: 9.35 eV
LUMO energy: -0.021 Eh

=====

<b>
Entry from OMol25: a 13-piece molecular cluster, H26O13 overall (wB97M-V/def2-TZVPD).

Each line ends with the natural charge from an NBO analysis.
Cartesian coordinates (Å):
O  -1.936  0.639  -2.909  -0.985
O  0.047  -2.424  -2.283  -0.975
O  0.505  1.771  -2.774  -1.003
O  2.031  3.135  -0.725  -0.990
O  2.814  -0.047  -0.873  -0.963
O  -1.835  -2.940  1.144  -0.970
O  1.671  -1.339  2.593  -0.961
O  1.525  -3.271  0.406  -0.960
O  1.001  1.497  1.476  -0.985
O  -1.332  -1.084  3.153  -0.961
O  -0.002  -0.526  -0.327  -0.970
O  -1.605  2.553  0.903  -0.973
O  -3.712  1.415  -0.738  -0.979
H  -1.059  -2.621  0.672  0.472
H  2.744  -0.337  -1.786  0.471
H  1.386  2.599  -1.225  0.498
H  -0.387  -0.883  3.075  0.487
H  -0.392  0.249  -0.758  0.489
H  2.373  -1.957  2.835  0.492
H  2.041  -0.471  2.776  0.481
H  -3.818  0.651  -0.158  0.481
H  2.267  3.848  -1.324  0.482
H  0.457  -3.116  -1.751  0.478
H  1.901  -0.052  -0.543  0.478
H  -2.277  0.511  -3.801  0.488
H  1.474  -4.101  0.894  0.471
H  -1.836  -2.469  1.999  0.487
H  1.041  1.138  -3.262  0.476
H  1.539  1.648  0.676  0.514
H  -0.407  1.390  -2.791  0.507
H  -0.059  -0.337  0.622  0.504
H  -2.723  0.791  -2.356  0.517
H  0.072  -1.635  -1.708  0.482
H  1.584  -2.581  1.086  0.481
H  -1.635  -0.529  3.880  0.482
H  -0.792  2.033  0.797  0.490
H  -1.302  3.406  1.232  0.487
H  1.636  1.505  2.197  0.476
H  -3.003  1.939  -0.326  0.504

orbital gap: 9.85 eV
LUMO energy: -0.016 Eh

=====

Least stable: <a>

=====

<a>
Entry from OMol25: a 13-piece molecular cluster, H26O13 overall (wB97M-V/def2-TZVPD).

Each line ends with the natural charge from an NBO analysis.
Cartesian coordinates (Å):
O  -1.010  -3.021  0.893  -1.008
O  1.811  2.763  -0.824  -0.965
O  2.691  -1.905  0.322  -1.007
O  -1.010  0.359  -0.671  -1.018
O  0.951  -3.554  -0.900  -0.988
O  -1.096  -0.604  1.956  -1.022
O  -1.395  2.851  2.552  -0.954
O  -0.550  -0.720  -3.833  -0.973
O  1.439  -0.461  2.410  -0.988
O  -1.697  2.900  -0.129  -0.999
O  -3.309  -0.422  -1.627  -0.990
O  1.833  2.272  1.801  -0.978
O  1.228  -0.500  -1.849  -1.003
H  1.052  -0.367  -2.795  0.510
H  1.421  3.560  -1.194  0.488
H  -0.839  1.264  -0.342  0.503
H  2.108  -0.867  -1.677  0.510
H  3.391  -2.324  0.847  0.481
H  -1.650  2.209  3.236  0.497
H  1.332  2.375  0.965  0.498
H  0.618  -3.187  -1.719  0.475
H  0.155  -3.646  -0.333  0.522
H  1.685  0.480  2.279  0.504
H  -1.338  -0.114  1.144  0.487
H  1.522  2.055  -1.412  0.493
H  -0.997  -2.043  1.074  0.502
H  -0.430  2.778  2.603  0.491
H  2.711  2.301  1.402  0.488
H  -2.618  0.115  -1.165  0.495
H  -1.384  -0.424  -3.432  0.500
H  -0.099  -0.454  2.081  0.498
H  -3.431  -1.111  -0.967  0.465
H  -1.618  2.833  0.850  0.500
H  -0.285  0.067  -1.260  0.514
H  -1.323  -3.252  1.775  0.476
H  1.754  -1.002  1.664  0.511
H  2.299  -2.604  -0.257  0.517
H  -0.875  -1.523  -4.275  0.482
H  -2.639  3.116  -0.271  0.485

orbital gap: 10.75 eV
LUMO energy: 0.005 Eh

=====

<b>
Entry from OMol25: a 13-piece molecular cluster, H26O13 overall (wB97M-V/def2-TZVPD).

Each line ends with the natural charge from an NBO analysis.
Cartesian coordinates (Å):
O  0.765  3.197  0.563  -0.940
O  2.217  -1.286  1.548  -0.916
O  -0.113  -0.504  0.090  -1.017
O  -0.271  -3.413  -0.343  -0.964
O  -2.340  -1.352  -0.822  -0.954
O  0.210  -1.453  -2.876  -0.938
O  -0.373  0.952  2.416  -0.949
O  -1.589  1.117  -2.840  -0.968
O  -1.654  2.184  -0.080  -0.986
O  -1.863  -1.643  1.972  -0.983
O  2.267  -1.541  -1.137  -1.004
O  1.098  1.141  -1.726  -0.954
O  2.205  0.788  3.388  -0.951
H  -0.007  3.026  0.019  0.481
H  1.059  2.080  -1.614  0.473
H  0.679  -3.432  -0.244  0.479
H  1.349  0.946  2.999  0.477
H  -1.713  1.720  -0.909  0.499
H  -1.196  -1.643  1.275  0.502
H  -0.187  0.277  0.643  0.492
H  -2.333  1.730  -2.876  0.483
H  -3.051  -1.432  -0.209  0.473
H  3.141  -1.679  -1.584  0.482
H  -0.556  -2.610  -0.705  0.484
H  -1.960  -0.476  -0.709  0.473
H  0.158  -0.090  -0.741  0.504
H  -1.230  0.923  2.110  0.481
H  -0.415  1.535  3.169  0.486
H  1.320  -1.064  1.668  0.486
H  2.629  -0.488  1.410  0.467
H  -1.914  0.232  -3.102  0.500
H  1.282  3.727  -0.062  0.451
H  2.389  -1.281  -0.207  0.497
H  2.371  1.554  3.968  0.465
H  -2.370  1.943  0.550  0.489
H  -2.354  -2.475  1.797  0.474
H  0.547  -1.448  -1.970  0.482
H  2.034  0.899  -1.849  0.498
H  -0.243  -0.659  -2.975  0.447

orbital gap: 10.01 eV
LUMO energy: -0.010 Eh

=====

<c>
Entry from OMol25: a 13-piece molecular cluster, H26O13 overall (wB97M-V/def2-TZVPD).

Each line ends with the natural charge from an NBO analysis.
Cartesian coordinates (Å):
O  0.934  2.363  -4.100  -0.881
O  -1.543  -4.796  2.499  -0.918
O  1.794  1.035  4.175  -0.965
O  -2.773  0.630  -2.266  -0.921
O  5.921  0.309  -2.187  -0.922
O  -0.107  1.862  -2.414  -0.903
O  -3.108  -0.981  2.642  -0.897
O  2.288  -2.356  -0.699  -0.920
O  -2.070  2.493  1.044  -0.950
O  -1.314  -0.650  3.065  -0.904
O  -3.138  -2.969  -1.193  -0.927
O  2.704  3.614  -1.096  -0.932
O  0.618  -0.156  0.028  -0.941
H  2.174  0.413  4.861  0.480
H  -0.931  -4.299  1.856  0.450
H  0.759  3.264  -4.477  0.460
H  3.013  3.832  -0.208  0.463
H  2.821  -1.753  -0.245  0.462
H  -1.204  2.049  1.164  0.480
H  1.020  1.522  4.454  0.485
H  -3.185  -2.951  -0.230  0.470
H  -2.559  -0.371  -2.194  0.468
H  -0.509  1.835  -1.598  0.471
H  6.381  0.016  -1.408  0.459
H  -0.766  1.788  -3.135  0.424
H  0.178  1.855  -4.429  0.430
H  -1.851  -3.978  2.926  0.469
H  -2.701  1.876  0.740  0.470
H  0.266  -1.080  0.074  0.451
H  5.021  -0.085  -2.017  0.463
H  -0.821  -1.001  3.849  0.470
H  1.382  -0.248  -0.537  0.486
H  -0.812  -0.806  2.310  0.453
H  -2.262  -2.544  -1.409  0.458
H  -2.315  0.877  -3.052  0.452
H  1.847  -2.769  0.060  0.461
H  -4.112  -1.132  2.672  0.433
H  1.998  4.256  -1.255  0.469
H  -3.037  -0.965  1.730  0.443

orbital gap: 9.11 eV
LUMO energy: -0.029 Eh

=====

Least stable: <c>

=====

<a>
Entry from OMol25: one molecule with the formula C3H4N2OS (wB97M-V/def2-TZVPD).

Each line ends with the natural charge from an NBO analysis.
Cartesian coordinates (Å):
S  -0.244  1.767  -1.965  0.035
O  -1.358  -1.056  -0.792  -0.648
N  0.326  -0.741  0.964  -0.561
N  1.197  1.205  0.236  -0.432
C  1.248  0.276  1.170  0.151
C  0.109  0.838  -0.532  -0.146
C  -0.368  -0.393  -0.181  0.369
H  -1.471  1.176  -2.151  0.135
H  0.173  -1.479  1.607  0.414
H  -1.573  -1.860  -0.315  0.486
H  1.961  0.268  1.960  0.197

structure (SMILES): Oc1[nH]cnc1S
orbital gap: 7.89 eV
LUMO energy: 0.009 Eh

=====

<b>
Entry from OMol25: one molecule with the formula C3H4N2OS (wB97M-V/def2-TZVPD).

Each line ends with the natural charge from an NBO analysis.
Cartesian coordinates (Å):
S  -3.727  -0.175  -0.427  0.007
O  1.948  1.544  -1.078  -0.737
N  -1.516  -0.521  1.041  -0.570
N  0.657  0.369  0.472  -0.476
C  -2.720  -1.006  0.546  -0.104
C  1.904  0.429  -0.153  0.099
C  -0.413  -0.173  0.608  0.735
H  2.142  1.374  -2.022  0.489
H  -3.040  -1.907  1.125  0.201
H  2.118  -0.480  -0.712  0.171
H  2.646  0.546  0.600  0.186

structure (SMILES): OCN=C=NC=S
orbital gap: 8.47 eV
LUMO energy: -0.016 Eh

=====

Least stable: <b>

=====

<a>
Entry from OMol25: C3H4N2OS as an isolated structure (wB97M-V/def2-TZVPD).

Each line ends with the natural charge from an NBO analysis.
Cartesian coordinates (Å):
S  -1.095  1.020  -2.331  0.017
O  0.342  -1.005  0.500  -0.394
N  0.240  1.022  -0.234  -0.518
N  1.076  0.656  1.965  -0.840
C  0.400  0.202  0.771  0.648
C  -0.107  -1.182  -0.718  -0.044
C  -0.194  0.064  -1.117  -0.027
H  1.324  -0.176  2.605  0.406
H  -2.067  -0.036  -2.746  0.131
H  -0.578  -2.088  -0.897  0.216
H  0.659  1.522  2.202  0.406

orbital gap: 9.20 eV
LUMO energy: 0.026 Eh

=====

<b>
Entry from OMol25: C3H4N2OS as an isolated structure (wB97M-V/def2-TZVPD).

Each line ends with the natural charge from an NBO analysis.
Cartesian coordinates (Å):
S  -1.857  2.064  1.731  -0.008
O  1.268  -2.835  -1.878  -0.554
N  1.262  -0.645  -1.187  -0.631
N  0.028  0.774  0.120  -0.507
C  -0.916  0.789  1.098  -0.090
C  0.201  -0.462  -0.212  0.335
C  1.911  -1.727  -1.604  0.545
H  3.284  -1.424  -1.494  0.137
H  -1.262  -0.336  1.454  0.148
H  -0.196  -1.306  0.516  0.215
H  1.530  0.219  -1.381  0.410

orbital gap: 7.64 eV
LUMO energy: -0.047 Eh

=====

<c>
Entry from OMol25: a 2-piece molecular cluster, C3H4N2OS overall (wB97M-V/def2-TZVPD).

Each line ends with the natural charge from an NBO analysis.
Cartesian coordinates (Å):
S  3.130  -0.839  -0.274  0.202
O  -1.036  -1.607  0.162  -0.446
N  2.778  0.813  -0.117  -0.890
N  -0.342  0.410  -0.416  -0.593
C  -0.011  -0.868  -0.184  0.591
C  -2.131  -0.769  0.220  0.028
C  -1.698  0.472  -0.147  -0.090
H  1.938  1.005  -0.600  0.393
H  -2.145  1.387  -0.176  0.215
H  -3.028  -1.099  0.669  0.215
H  2.545  1.095  0.862  0.376

orbital gap (alpha / beta): 7.13 / 7.71 eV
LUMO energy (alpha / beta): -0.072 / -0.048 Eh

=====

<d>
Entry from OMol25: one molecule with the formula C3H4N2OS (wB97M-V/def2-TZVPD).

Each line ends with the natural charge from an NBO analysis.
Cartesian coordinates (Å):
S  1.476  1.468  1.838  0.103
O  -0.574  -0.815  -2.347  -0.508
N  0.688  0.685  -0.695  -0.305
N  -0.360  -0.176  -1.037  0.048
C  0.553  0.562  0.803  -0.088
C  -0.345  -0.546  1.234  -0.353
C  -0.909  -0.931  0.008  -0.039
H  -0.746  -0.790  2.299  0.260
H  2.078  2.369  0.951  0.161
H  -1.528  -1.851  -0.228  0.240
H  -0.335  0.025  -2.826  0.483

structure (SMILES): On1ccc(S)n1
orbital gap: 8.86 eV
LUMO energy: 0.028 Eh

=====

Least stable: <c>